The following is a quantum chemistry calculation of a structure of composition C9H15O6Tl, from OMol25.

```
31
Properties=species:S:1:pos:R:3:mulliken_charge:R:1
O -2.3448 1.2308 1.4091 -0.560
C -2.0261 0.6176 2.4136 0.049
C -0.9460 -0.4122 2.3797 -0.296
O -0.6406 -0.6850 1.0330 -0.368
C 0.4888 -1.5048 0.7549 -0.851
C 1.7656 -0.7144 0.6576 0.141
O 1.9945 -0.0843 1.8307 -0.357
C 2.6003 1.1949 1.7844 -0.678
H -1.2906 -1.3205 2.9024 0.390
H -2.3902 0.9272 3.4076 0.458
H -0.0982 -0.0218 2.9661 0.338
H 0.2823 -1.9716 -0.2168 0.343
H 0.5733 -2.3001 1.5094 0.518
H 2.6023 -1.3529 0.3251 0.441
H 1.6530 0.1958 -0.2770 -0.118
H 2.8117 1.4902 2.8170 0.263
H 3.5327 1.1658 1.2005 0.348
H 1.8784 1.9044 1.3536 0.288
O -3.1051 -0.5125 -1.3004 -0.576
C -2.6810 -1.1368 -2.3781 -0.336
C -1.4221 -1.0248 -2.8499 -0.182
O -0.5241 -0.3732 -1.9918 -0.360
C 0.3551 0.5845 -2.5477 -0.261
C 0.6929 1.5446 -1.4360 -0.153
O -0.2796 1.8799 -0.6956 -0.510
Tl -1.6612 0.4064 -0.3782 1.913
H -3.3962 -1.7532 -2.9406 0.463
H -1.0002 -1.5354 -3.7132 0.467
H -0.1210 1.1301 -3.3797 0.364
H 1.2774 0.1052 -2.9146 0.422
H 1.4186 2.3263 -1.7255 0.400
```

Its multiplicity is 1. Its net charge is +2. The relative energy (zero: lowest compared OMol25 entry of this formula, charge and spin) is 41.6 kJ/mol. Its gap between HOMO and LUMO is 6.87 eV.

The following is a quantum chemistry calculation of a structure of composition C22H15BrN2OSTc, from OMol25.

```
43
Properties=species:S:1:pos:R:3:nbo_charge:R:1
Tc -1.1427 -0.1814 -0.3142 1.386
Br 2.9003 5.9450 -1.6827 0.164
C 1.6934 4.5973 -1.2015 -0.131
C 0.5226 4.9255 -0.5075 -0.113
C -0.3947 3.9586 -0.1434 -0.241
C -0.1502 2.6290 -0.4668 0.353
O -1.0582 1.7067 -0.1179 -0.666
C 1.0258 2.2738 -1.1654 -0.169
C 1.3375 0.9472 -1.5594 0.244
N 0.6422 -0.1330 -1.3084 -0.561
C 1.0617 -1.4196 -1.7927 0.064
C 2.3137 -1.7328 -2.2507 -0.160
C 2.5783 -3.0204 -2.7639 -0.175
C 1.5993 -3.9706 -2.8174 -0.128
C 0.3073 -3.6842 -2.3157 -0.102
C -0.7579 -4.6114 -2.3253 -0.041
C -1.9765 -4.2664 -1.8014 -0.252
C -2.1337 -2.9988 -1.2359 0.121
N -1.1596 -2.0999 -1.2201 -0.547
C 0.0573 -2.4112 -1.7768 0.226
C 1.9406 3.2871 -1.5304 -0.139
H 0.3317 5.9609 -0.2572 0.257
H -1.3032 4.2252 0.3770 0.249
H 2.2457 0.8246 -2.1422 0.220
H 3.1214 -1.0144 -2.2260 0.236
H 3.5736 -3.2417 -3.1221 0.255
H 1.8000 -4.9492 -3.2323 0.249
H -0.5999 -5.5943 -2.7514 0.255
H -2.8091 -4.9539 -1.7999 0.266
H -3.0718 -2.7116 -0.7761 0.231
H 2.8379 3.0204 -2.0736 0.242
S -1.7138 -1.1428 1.6469 0.232
C -1.4434 -0.0367 2.9440 -0.263
C -0.7846 -0.5509 4.0802 -0.150
C -0.5956 0.2586 5.1791 -0.202
C -1.0694 1.5674 5.1603 -0.085
C -1.7406 2.0750 4.0446 -0.220
C -1.9313 1.2829 2.9370 -0.112
H -0.4363 -1.5754 4.0815 0.242
H -0.0935 -0.1253 6.0559 0.253
H -0.9295 2.1964 6.0294 0.247
H -2.1235 3.0858 4.0626 0.246
H -2.4714 1.6584 2.0799 0.224
```

Its multiplicity is 4. Its net charge is +2. Its gap between HOMO and LUMO (spin up / spin down) is 5.09 / 5.81 eV. Its expectation value of S² is 4.171.

The following is a quantum chemistry calculation of the ion C26H25ClNO2 with charge +1, from OMol25.

```
55
Properties=species:S:1:pos:R:3:nbo_charge:R:1
C -5.4361 3.1396 1.5037 -0.259
O -5.4035 1.6960 1.4824 -0.491
C -4.2080 1.0489 1.3860 0.334
C -4.2595 -0.3597 1.2543 -0.252
C -3.1043 -1.0715 0.9683 -0.227
C -1.8664 -0.4423 0.8212 0.005
C -0.6124 -1.2844 0.5017 -0.262
C 0.6712 -0.4864 0.6405 -0.227
C 1.8153 -1.0411 1.0976 -0.141
C 3.0427 -0.3076 1.3077 -0.167
C 4.2729 -0.9985 1.4143 -0.150
C 5.4754 -0.3303 1.5047 -0.260
C 5.4891 1.0921 1.5205 0.340
O 6.7125 1.6876 1.5345 -0.487
C 6.7901 3.1311 1.5197 -0.258
C 4.2611 1.8059 1.5136 -0.328
C 3.0627 1.1037 1.4021 -0.102
C -1.8057 0.9394 1.0720 -0.209
C -2.9547 1.6886 1.3479 -0.284
H -6.4989 3.3869 1.5191 0.214
H -4.9489 3.5329 2.4071 0.186
H -4.9663 3.5711 0.6078 0.184
H -5.2263 -0.8393 1.3590 0.234
H -3.1690 -2.1638 0.9152 0.192
H -0.5587 -2.0970 1.2412 0.226
H 0.6610 0.5469 0.2849 0.206
H 1.8427 -2.1122 1.3035 0.200
H 4.2672 -2.0877 1.4019 0.212
H 6.4327 -0.8481 1.5379 0.236
H 7.8596 3.3345 1.5166 0.213
H 6.3188 3.5460 0.6159 0.183
H 6.3215 3.5588 2.4186 0.185
H 4.2663 2.9003 1.5727 0.227
H 2.1258 1.6594 1.3989 0.198
H -0.8569 1.4666 1.1224 0.220
H -2.8807 2.7602 1.5260 0.230
C -2.1535 -4.1840 -0.6732 -0.714
C -1.8041 -2.8570 -1.2062 0.517
C -0.6273 -1.9419 -0.8591 -0.306
C -0.6328 -0.9857 -2.0441 -0.018
C -1.7052 -1.3123 -2.8639 0.155
N -2.3363 -2.4565 -2.3485 -0.454
C -1.9279 -0.7283 -4.1018 -0.215
C -1.0393 0.2726 -4.5127 -0.201
C 0.0632 0.6086 -3.7110 -0.029
Cl 1.1846 1.7853 -4.2544 0.068
C 0.3013 -0.0400 -2.4810 -0.198
H -1.4086 -4.4967 0.0628 0.263
H -3.1514 -4.2129 -0.2081 0.276
H -2.1646 -4.9067 -1.5094 0.265
H 0.2651 -2.5775 -0.9180 0.286
H -3.0799 -2.9600 -2.8370 0.441
H -2.7540 -1.0707 -4.7053 0.235
H -1.1806 0.7898 -5.4548 0.250
H 1.2189 0.1473 -1.9157 0.257
```

Its multiplicity is 1. Its net charge is +1. Its structure (SMILES) is COc1ccc(/C=C/[C@@H](c2ccc(OC)cc2)[C@H]2C(C)=[NH+]c3ccc(Cl)cc32)cc1. The relative energy (zero: lowest compared OMol25 entry of this formula, charge and spin) is 0.0 kJ/mol. Its gap between HOMO and LUMO is 5.98 eV.

The following is a quantum chemistry calculation of a structure of composition CHF3LuNO4S2, from OMol25.

```
13
Properties=species:S:1:pos:R:3:nbo_charge:R:1
N -0.6723 1.8234 0.4691 -1.089
S 1.0156 2.1423 0.4543 0.611
O 1.9330 0.6780 0.9123 -1.020
S -1.2395 0.7181 -0.4709 2.181
O -0.2114 -0.0653 -1.2550 -1.104
O -2.4277 1.0759 -1.2517 -0.885
C -1.8956 -0.5730 0.7053 0.738
F -0.9313 -0.9993 1.5066 -0.307
F -2.8646 -0.0453 1.4421 -0.300
F -2.3832 -1.6077 0.0331 -0.307
Lu 2.0355 0.0221 -1.0570 2.240
O 3.5885 -1.2600 -0.4805 -1.232
H 4.0530 -1.9091 -1.0079 0.475
```

Its multiplicity is 1. Its net charge is 0. Its gap between HOMO and LUMO is 7.05 eV.

The following is a quantum chemistry calculation of a structure of composition C36H41BrCoN8O4S2, from OMol25.

```
93
Properties=species:S:1:pos:R:3:mulliken_spin:R:1
Co -0.0615 -0.4969 -0.2515 2.784
Br -2.8308 1.4650 3.6580 0.000
C -1.6520 -0.0316 3.7041 0.004
C -1.9464 -1.0907 4.5457 0.000
C -1.0134 -2.1129 4.6181 0.001
C 0.1564 -2.0229 3.8806 -0.003
C 0.3154 -0.9366 3.0360 0.004
N -0.5868 0.0423 2.9403 0.004
C 1.5997 -0.7478 2.2512 -0.003
O 2.6489 -0.8833 2.8684 0.004
O 1.5030 -0.4945 0.9967 0.034
H -2.8564 -1.1001 5.1263 0.000
H -1.1917 -2.9619 5.2651 0.000
H 0.9342 -2.7699 3.9411 0.000
C 2.7137 -4.1349 1.8318 0.000
C 1.6483 -4.3491 0.7554 -0.003
C 2.1617 -4.0719 -0.6430 -0.003
C 3.2874 -4.7767 -1.0653 -0.004
C 3.8492 -4.5550 -2.3058 0.004
C 3.2622 -3.6356 -3.1598 -0.005
C 2.1157 -2.9350 -2.8039 -0.007
C 1.4882 -2.0341 -3.8414 0.003
C 0.0436 -2.3596 -4.2265 -0.001
C 1.5771 -3.1458 -1.5229 0.017
N 0.3921 -2.4539 -1.1155 0.048
C -0.6705 -3.1822 -1.0047 -0.015
C -1.8326 -2.6873 -0.3572 0.035
C -3.1024 -3.2385 -0.1992 0.018
C -3.8282 -2.3162 0.5616 0.000
C -2.9562 -1.2610 0.8354 0.018
N -1.7449 -1.4834 0.2980 -0.004
H 2.3327 -4.4333 2.8107 0.000
H 3.0246 -3.0937 1.8841 0.000
H 3.6058 -4.7298 1.6328 0.000
H 0.7785 -3.7348 0.9803 0.001
H 1.3091 -5.3889 0.8010 0.001
H 3.7262 -5.5104 -0.3991 0.000
H 4.7272 -5.1068 -2.6165 0.000
H 3.6781 -3.4779 -4.1480 0.000
H 2.1079 -2.1089 -4.7377 0.000
H 1.5475 -0.9970 -3.5117 0.001
H -0.0805 -3.4274 -4.4250 0.000
H -0.2255 -1.8181 -5.1347 0.000
H -0.6697 -2.0684 -3.4602 0.001
H -0.6765 -4.2048 -1.3862 0.006
H -3.4468 -4.1750 -0.6095 0.000
H -4.8525 -2.3977 0.8890 0.001
H -3.1633 -0.3593 1.3919 0.002
N -3.3675 2.7024 -1.5568 0.000
C -3.6630 1.6201 -2.4859 0.001
C -2.6087 0.5196 -2.3911 0.008
O -2.5513 -0.4296 -3.1166 -0.001
O -1.7433 0.7232 -1.3881 0.009
H -4.1412 2.9432 -0.9571 0.000
H -3.0161 3.5365 -2.0037 0.000
H -1.9920 1.5941 -0.9839 -0.002
H -3.7071 1.9359 -3.5284 0.000
H -4.6184 1.1495 -2.2523 0.000
C 4.9124 0.9943 1.2998 0.000
C 4.2454 1.7714 0.2169 0.000
C 4.7037 2.9526 -0.3002 0.001
C 3.9514 3.5536 -1.3251 -0.001
N 2.8616 3.0036 -1.8307 0.001
C 2.4274 1.8314 -1.3316 0.000
S 1.1011 1.0363 -2.0054 0.028
N 3.1173 1.2551 -0.3027 0.000
C 4.3595 4.8761 -1.8974 0.000
H 5.7861 1.5277 1.6667 0.000
H 5.2247 0.0214 0.9171 0.000
H 4.2185 0.8004 2.1213 0.000
H 5.6111 3.4022 0.0736 0.000
H 2.6743 0.4478 0.1674 0.001
H 5.3285 5.2008 -1.5232 0.000
H 3.6099 5.6236 -1.6348 0.000
H 4.3869 4.8117 -2.9845 0.000
N 0.4388 2.9980 2.9581 -0.001
C 0.2224 3.7092 1.8337 0.001
S -0.2275 2.9453 0.4300 0.005
N 0.3960 5.0557 1.9802 0.000
C 0.4786 6.0693 0.9996 -0.002
C 0.1607 7.3636 1.4047 0.000
C 0.2682 8.4243 0.5211 0.000
C 0.6864 8.2049 -0.7828 0.000
C 1.0061 6.9156 -1.1819 0.000
C 0.9133 5.8453 -0.3039 0.001
H 0.0974 2.0454 2.9515 0.003
H 0.6332 3.4352 3.8430 0.000
H 0.4150 5.3979 2.9278 0.000
H -0.1798 7.5374 2.4196 0.000
H 0.0159 9.4227 0.8539 0.000
H 0.7644 9.0295 -1.4786 0.000
H 1.3394 6.7291 -2.1954 0.000
H 1.1677 4.8495 -0.6332 0.001
```

Its multiplicity is 4. Its net charge is 0. The relative energy (zero: lowest compared OMol25 entry of this formula, charge and spin) is 0.0 kJ/mol. Its gap between HOMO and LUMO (spin up / spin down) is 7.65 / 7.64 eV. Its expectation value of S² is 3.756.

The following is a quantum chemistry calculation of a structure of composition C5H3ClFO13V, from OMol25.

```
24
Properties=species:S:1:pos:R:3:nbo_charge:R:1
V -0.3071 -1.9589 -0.1914 1.324
C 1.8528 -3.1182 -1.0426 0.928
O 1.5854 -1.9268 -1.1389 -0.863
O 3.0361 -3.4581 -1.0703 -0.841
O 0.8279 -3.7948 -0.7891 -0.868
C -0.5991 -2.4193 2.3700 0.894
O -0.3969 -2.7599 3.5425 -0.475
O -1.3882 -2.8694 1.6131 -0.654
O 0.2312 -1.5861 1.9105 -0.599
Cl -2.4583 -1.2127 -2.2248 2.528
O -2.3420 -0.6487 -0.9237 -0.901
O -1.4650 -0.4045 -2.9712 -0.828
O -2.0439 -2.5950 -2.0957 -0.842
O -3.8418 -1.2234 -2.5741 -0.844
C 0.3012 3.7977 0.2572 -0.139
C 1.4659 3.3244 1.0958 0.435
O 1.5066 1.9610 0.8129 -0.446
C 0.4546 1.6050 0.1581 0.972
O 0.0746 0.4349 0.0044 -0.547
O -0.3042 2.5803 -0.1488 -0.439
F 1.1853 3.5459 2.4207 -0.346
H 0.5708 4.3968 -0.6126 0.188
H -0.3532 4.5159 0.7511 0.207
H 2.4074 3.8138 0.8467 0.158
```

Its multiplicity is 5. Its net charge is -2. The relative energy (zero: lowest compared OMol25 entry of this formula, charge and spin) is 26.1 kJ/mol. Its gap between HOMO and LUMO (spin up / spin down) is 4.18 / 4.10 eV. Its expectation value of S² is 6.014.

The following is a quantum chemistry calculation of an isolated molecule of C23H28FN3OS, from OMol25.

```
57
Properties=species:S:1:pos:R:3:nbo_charge:R:1
C 4.3523 -3.8600 0.9819 -0.266
H 4.6691 -4.5323 1.7873 0.160
O 3.3246 -4.4467 0.2122 -0.541
C 2.2075 -4.8667 0.9530 -0.069
C 1.3359 -3.7082 1.4686 -0.268
N 1.0448 -2.7750 0.4067 -0.614
C 1.5687 -1.5219 0.3660 0.333
N 1.4086 -0.8119 -0.7749 -0.439
C 0.6842 -1.3142 -1.9239 -0.210
H 1.1344 -2.2553 -2.2758 0.189
H 0.8030 -0.5751 -2.7174 0.217
C -0.8250 -1.5251 -1.6958 -0.428
C -1.5453 -0.2724 -1.3204 -0.122
C -2.0026 0.7112 -2.1570 0.208
N -2.6546 1.6669 -1.4209 -0.542
C -2.6205 1.3285 -0.0999 0.197
C -3.1467 1.9736 1.0103 -0.242
C -2.9620 1.3858 2.2428 -0.292
C -2.2661 0.1805 2.3400 0.380
C -1.7391 -0.4825 1.2577 -0.268
C -1.9209 0.1017 0.0048 -0.077
H -1.2028 -1.4076 1.3929 0.231
F -2.1210 -0.3625 3.5725 -0.333
H -3.3461 1.8391 3.1427 0.228
H -3.6845 2.9048 0.9139 0.213
H -3.0439 2.5142 -1.7970 0.409
C -1.8922 0.8482 -3.6333 -0.651
H -1.1411 1.5957 -3.8902 0.228
H -1.6042 -0.0979 -4.0830 0.224
H -2.8437 1.1634 -4.0601 0.221
H -0.9932 -2.2602 -0.9096 0.220
H -1.2372 -1.9257 -2.6261 0.217
C 2.1138 0.4467 -0.9535 -0.261
C 1.2127 1.6505 -0.9183 0.045
C 0.9571 2.3901 -2.0633 -0.244
C 0.1459 3.5101 -2.0118 -0.225
C -0.4238 3.9185 -0.8144 -0.018
C -0.1593 3.1786 0.3323 -0.201
C 0.6435 2.0573 0.2822 -0.217
H 0.8416 1.4940 1.1807 0.242
H -0.5869 3.4868 1.2750 0.214
C -1.2867 5.1427 -0.7469 -0.633
H -1.6791 5.4030 -1.7279 0.209
H -0.7040 5.9891 -0.3825 0.226
H -2.1158 4.9921 -0.0584 0.212
H -0.0399 4.0788 -2.9133 0.203
H 1.4067 2.0989 -3.0037 0.204
H 2.6540 0.4057 -1.9062 0.193
H 2.8426 0.5230 -0.1411 0.262
S 2.3136 -0.8677 1.7015 -0.298
H 0.8635 -3.2206 -0.4809 0.388
H 1.8399 -3.1590 2.2671 0.251
H 0.4005 -4.1206 1.8622 0.199
H 1.6259 -5.4819 0.2582 0.178
H 2.5127 -5.4906 1.8057 0.173
H 4.0466 -2.9025 1.4145 0.195
H 5.1833 -3.6949 0.2991 0.191
```

Its multiplicity is 1. Its net charge is 0. Its structure (SMILES) is COCCNC(=S)N(CCc1c(C)[nH]c2ccc(F)cc12)Cc1ccc(C)cc1. The relative energy (zero: lowest compared OMol25 entry of this formula, charge and spin) is 17.7 kJ/mol. Its gap between HOMO and LUMO is 8.35 eV.

The following is a quantum chemistry calculation of an isolated molecule of C5H12N4, from OMol25.

```
21
Properties=species:S:1:pos:R:3:nbo_charge:R:1
C -2.6035 -0.1693 0.3271 -0.720
C -1.7118 -1.3033 0.2943 -0.042
C -0.3279 1.1675 -0.4595 -0.233
C 1.1862 1.6193 0.0579 -0.439
C 1.6718 0.3189 0.7489 -0.109
H -3.5053 -0.8651 0.1898 0.242
H -2.6719 0.5242 -0.6085 0.239
H -2.5245 0.5998 1.1251 0.231
H -1.7477 -2.2033 0.9238 0.194
H 0.4284 -0.3016 -1.6291 0.365
H -1.1464 1.2827 0.4457 0.197
H -0.7894 1.9232 -1.2577 0.205
H 0.9959 2.5341 0.6564 0.204
H 1.7427 1.9120 -0.8044 0.218
H 1.6974 0.3252 1.9054 0.202
H 2.7551 -2.0237 -1.1165 0.401
H 2.5284 -2.0071 0.9492 0.352
N -0.6628 -1.3439 -0.4625 -0.208
N -0.4457 -0.1720 -0.9828 -0.479
N 2.3529 -0.3151 -0.2171 -0.223
N 2.7783 -1.5024 -0.0853 -0.595
```

Its multiplicity is 1. Its net charge is 0. Its structure (SMILES) is C/C=N\NCC/C=N/N. The relative energy (zero: lowest compared OMol25 entry of this formula, charge and spin) is 688.0 kJ/mol. Its gap between HOMO and LUMO is 8.59 eV.

Values for DFT total energy, Eh, ordered as above
-974.99247, -4084.55421, -1670.92135, -2725.94838, -6888.75141, -2674.29216, -1630.81713, -416.48338
Values for maximum force, eV Å⁻¹, ordered as above
4.40, 0.30, 1.84, 2.96, 0.52, 8.79, 0.90, 8.18